(P)
{"formula": "C4H14N3", "method": "ωB97M-V with the def2-TZVPD basis set", "symbols": ["C", "C", "C", "N", "H", "H", "H", "H", "H", "H", "H", "H", "N", "C", "N", "H", "H", "H", "H", "H", "H"], "coordinates": [[-0.62, -0.68, 1.05], [0.04, -1.98, 0.75], [0.56, -2.29, -0.46], [1.30, -3.56, -0.62], [-0.74, -0.16, 0.06], [-1.57, -0.83, 1.53], [-0.04, -0.13, 1.82], [0.18, -2.71, 1.59], [0.46, -1.66, -1.35], [1.05, -4.25, 0.09], [1.15, -4.03, -1.54], [2.32, -3.38, -0.49], [-0.20, 2.62, 1.04], [-0.45, 3.31, -0.23], [-0.72, 2.53, -1.45], [-0.97, 2.02, 1.32], [0.62, 1.99, 0.92], [-1.29, 4.04, -0.08], [0.45, 3.90, -0.46], [0.08, 1.92, -1.56], [-1.57, 2.00, -1.36]], "homo_energy_ev": [-3.4, -8.1], "gap_ev": [3.6, 8.2], "e_lumo_ev": [0.3, 0.1], "spin_multiplicity": 2}

***

(Q)
{"formula": "C4H14N3", "method": "ωB97M-V with the def2-TZVPD basis set", "symbols": ["C", "C", "N", "N", "N", "H", "H", "H", "H", "H", "H", "H", "H", "C", "C", "H", "H", "H", "H", "H", "H"], "coordinates": [[-2.02, -1.01, 0.52], [0.14, -0.56, 1.53], [-1.19, -0.12, 1.32], [0.66, -1.74, 1.00], [1.03, 0.46, 1.85], [-1.51, 0.30, 2.18], [0.15, -2.61, 1.07], [1.62, -1.92, 1.14], [0.65, 1.39, 1.83], [2.02, 0.44, 2.03], [-2.25, -1.93, 1.05], [-1.44, -1.22, -0.38], [-2.90, -0.46, 0.20], [1.27, 1.49, -1.71], [-0.03, 0.74, -2.08], [1.08, 2.56, -1.66], [1.70, 1.14, -0.77], [1.98, 1.34, -2.52], [0.15, -0.33, -1.98], [-0.87, 1.09, -1.49], [-0.24, 0.93, -3.13]], "homo_energy_ev": [-4.2, -8.9], "gap_ev": [5.2, 9.9], "e_lumo_ev": [1.1, 0.9], "spin_multiplicity": 2}

***

Going by the energies, (Q) is most stable and the next is 233.1 kJ/mol up.